No. 1
This record from OMol25 describes a structure of composition C12H15AsNO3SYb at a distorted geometry. The level of theory is ωB97M-V with the def2-TZVPD basis set.

Values from the calculation:
**Energy relative to the best compared isomer or geometry (same formula, charge and spin)**: 12.48 kcal per mole
**Total charge**: +2
**Frontier orbital gap (alpha / beta)**: 7.389 / 7.271 eV
**2S+1**: 2

Positions of all 34 atoms, in Å:
Yb1 0.35290 -0.07079 -0.42025
S1 0.50404 -1.74797 4.15769
C1 -0.93254 -0.91554 4.46257
C2 -1.24132 -0.03831 3.46491
C3 -0.27116 -0.08395 2.44939
C4 0.78448 -0.97011 2.63518
C5 2.03496 -1.31192 1.91913
C6 3.08336 -1.92875 2.59485
C7 4.23232 -2.27689 1.90769
C8 4.34470 -1.99106 0.55427
C9 3.28469 -1.36151 -0.05514
N1 2.15298 -1.04412 0.59967
H1 -1.46780 -1.09676 5.38142
H2 -2.08152 0.63832 3.45282
H3 3.01824 -2.12480 3.65488
H4 5.04494 -2.76000 2.43378
H5 5.22852 -2.23435 -0.01637
H6 3.32967 -1.10177 -1.10769
C10 -3.13288 -3.27278 0.31154
As1 -2.44841 -2.06360 -0.98823
C11 -3.20856 -0.33175 -0.69356
C12 -2.80040 -2.63375 -2.77111
O1 -0.76162 -1.86991 -0.76099
H7 -4.20947 -3.37325 0.17422
H8 -2.92151 -2.87831 1.30443
H9 -2.65784 -4.24559 0.19648
H10 -4.25547 -0.34050 -1.00191
H11 -2.72049 0.43793 -1.29684
H12 -3.15508 -0.07986 0.36498
H13 -3.87642 -2.76628 -2.88708
H14 -2.29680 -3.58057 -2.95945
H15 -2.44860 -1.88444 -3.47791
O2 -0.55005 0.74535 1.34255
O3 0.62171 1.51566 0.87452

---

No. 2
This record from OMol25 describes an isolated molecule of C12H15BrN4OS at a distorted geometry. The level of theory is ωB97M-V with the def2-TZVPD basis set.

Values from the calculation:
**Energy relative to the best compared isomer or geometry (same formula, charge and spin)**: 0.00 kcal per mole
**SMILES string**: CCN(CC)C(=O)CSc1nc2ncc(Br)cc2[nH]1
**Frontier orbital gap**: 8.688 eV

Positions of all 34 atoms, in Å:
C1 -0.48500 -2.32815 -2.63684
C2 -1.58736 -1.30439 -2.36647
N1 -2.30518 -1.55372 -1.13452
C3 -3.40743 -2.50533 -1.14368
C4 -3.01040 -3.87505 -0.60187
C5 -1.97230 -1.01641 0.05431
O1 -2.56717 -1.26633 1.08713
C6 -0.81153 -0.03901 0.08418
S1 -0.62081 0.38502 1.84376
C7 0.76897 1.39512 1.65801
N2 1.37393 1.64478 0.52706
C8 2.40784 2.47518 0.84362
N3 3.29803 2.99148 0.01281
C9 4.21384 3.77275 0.54639
C10 4.28102 4.06828 1.90797
Br1 5.65934 5.21402 2.54251
C11 3.36455 3.54455 2.80972
C12 2.40611 2.72657 2.24977
N4 1.34221 2.01812 2.73730
H1 -0.90686 -3.31279 -2.81785
H2 0.08180 -2.03048 -3.51478
H3 0.19466 -2.39299 -1.79114
H4 -1.15415 -0.30347 -2.33305
H5 -2.31122 -1.32596 -3.18661
H6 -3.77617 -2.58808 -2.16757
H7 -4.19942 -2.09491 -0.51065
H8 -2.22101 -4.32383 -1.19884
H9 -2.66379 -3.77329 0.42267
H10 -3.87387 -4.53462 -0.61245
H11 0.12960 -0.45837 -0.26674
H12 -1.01978 0.88223 -0.45996
H13 4.93715 4.19051 -0.13971
H14 3.40813 3.76681 3.86526
H15 1.02627 1.95173 3.69026

---

No. 3
This record from OMol25 describes a structure of composition C12H15BrNO5W at a distorted geometry. The level of theory is ωB97M-V with the def2-TZVPD basis set.

Values from the calculation:
**Total charge**: +1
**Frontier orbital gap (alpha / beta)**: 6.481 / 6.397 eV

Positions of all 35 atoms, in Å:
W1 0.52226 0.15049 0.79375
O1 1.04445 -1.26196 -1.44135
C1 0.07978 -1.19708 -2.51186
C2 -0.45065 0.23506 -2.58531
N1 -1.05161 0.63268 -1.30027
C3 -1.32653 2.07588 -1.23814
C4 -1.40916 2.48397 0.25956
O2 -1.98436 3.45823 0.64507
O3 -0.76883 1.63136 1.02836
C5 -2.29792 -0.11570 -1.05995
C6 -1.99051 -1.32970 -0.15932
O4 -2.64148 -2.33390 -0.12863
O5 -0.91897 -1.09159 0.55269
H1 1.75665 -1.85862 -1.71261
H2 -0.72047 -1.92090 -2.31208
H3 0.54992 -1.44265 -3.46612
H4 -1.18104 0.32042 -3.40078
H5 0.39099 0.90045 -2.80543
H6 -2.25815 2.35295 -1.74324
H7 -0.51854 2.64919 -1.70511
H8 -2.78208 -0.44167 -1.98649
H9 -3.00801 0.50390 -0.50128
C7 2.58527 -0.87026 1.30349
C8 1.56272 -1.79881 1.64304
C9 0.56472 -1.42040 2.59585
C10 0.46614 -0.08740 3.06483
C11 1.51425 0.84131 2.74098
C12 2.62381 0.39005 1.97878
H10 3.47651 -1.20407 0.77693
H11 1.63988 -2.84113 1.34372
H12 -0.14745 -2.16501 2.94394
H13 -0.26524 0.17204 3.82797
H14 1.58380 1.78532 3.28007
H15 3.49901 1.02613 1.87266
Br1 1.86086 1.77142 -0.59374

---

No. 4
This record from OMol25 describes a structure of composition C12H15Cl3GeN6OsP at a distorted geometry. The level of theory is ωB97M-V with the def2-TZVPD basis set.

Values from the calculation:
**Total charge**: +4
**Frontier orbital gap (alpha / beta)**: 6.098 / 5.055 eV
**2S+1**: 6

Positions of all 39 atoms, in Å:
Os1 0.14827 0.12998 0.29043
C1 -1.89213 1.89434 -4.48946
N1 -1.40734 1.98564 -3.09404
C2 -1.30595 3.15127 -2.39732
C3 -0.80508 2.84560 -1.16365
N2 -0.60652 1.49207 -1.11618
C4 -0.97728 0.97979 -2.31642
P1 -0.87154 -0.76511 -2.84234
C5 -1.83633 -1.49856 -1.40063
N3 -1.59126 -1.26754 -0.07384
C6 -2.48583 -1.96504 0.62409
C7 -3.33735 -2.66902 -0.30814
N4 -2.90740 -2.35631 -1.52042
C8 -3.49502 -2.85789 -2.79806
C9 0.79303 -1.23892 -2.25841
N5 1.34317 -0.95701 -1.04987
C10 2.62018 -1.45018 -1.05171
C11 2.83847 -2.04144 -2.26487
N6 1.69755 -1.90242 -2.99526
C12 1.53601 -2.39515 -4.38174
H1 -2.14519 2.90082 -4.80880
H2 -2.78056 1.26937 -4.51826
H3 -1.09579 1.50276 -5.11693
H4 -1.58659 4.10251 -2.82198
H5 -0.58547 3.51221 -0.34643
H6 -2.54674 -1.98663 1.70375
H7 -4.17377 -3.33197 -0.11862
H8 -4.32296 -3.51044 -2.53498
H9 -2.72765 -3.41465 -3.32978
H10 -3.85220 -2.00307 -3.36663
H11 3.29746 -1.36071 -0.21878
H12 3.71393 -2.53775 -2.65403
H13 2.46872 -2.87404 -4.66420
H14 1.34720 -1.55029 -5.03890
H15 0.73006 -3.12345 -4.41005
Cl1 2.47119 2.27091 1.90317
Ge1 1.14575 1.00262 2.83965
Cl2 -0.70437 1.69827 3.41676
Cl3 1.72974 -0.90853 3.33734

---

No. 5
This record from OMol25 describes a structure of composition C12H15ClCuN3 at a distorted geometry. The level of theory is ωB97M-V with the def2-TZVPD basis set.

Values from the calculation:
**Energy relative to the best compared isomer or geometry (same formula, charge and spin)**: 37.93 kcal per mole
**Total charge**: +1
**Frontier orbital gap (alpha / beta)**: 4.320 / 2.181 eV
**2S+1**: 2

Positions of all 32 atoms, in Å:
Cu1 0.33489 1.09158 4.20546
Cl1 0.05569 0.53190 1.69095
N1 0.79269 -0.78153 -1.73831
C1 0.56316 0.19623 -2.67791
C2 0.69907 -0.37939 -3.91404
C3 0.89517 -1.76892 -3.71085
C4 0.83064 -2.01007 -2.36544
H1 0.58808 -0.66945 -0.76172
H2 0.14178 1.13603 -2.36023
H3 0.57486 0.15167 -4.84315
H4 1.10425 -2.44521 -4.52340
H5 0.68468 -2.88651 -1.75591
N2 -1.69008 3.46868 0.98419
C5 -0.90551 4.52573 0.73525
C6 -1.65815 5.71783 0.54826
C7 -2.97947 5.36509 0.78331
C8 -2.94834 4.01000 1.14301
H6 -1.42309 2.52858 1.26807
H7 0.17029 4.43584 0.66752
H8 -1.36612 6.71498 0.26517
H9 -3.86722 5.97410 0.77947
H10 -3.71250 3.27696 1.36589
N3 0.98940 -2.72948 1.37959
C9 2.18103 -3.22199 0.91035
C10 2.23735 -4.55553 1.20709
C11 0.94604 -4.92644 1.70404
C12 0.25762 -3.76318 1.91216
H11 0.75055 -1.75392 1.41731
H12 2.90665 -2.53412 0.50769
H13 2.96672 -5.29380 0.91790
H14 0.63400 -5.89206 2.06557
H15 -0.75412 -3.51358 2.19271

---

No. 6
This record from OMol25 describes a structure of composition C12H15ClCuN3 at a distorted geometry. The level of theory is ωB97M-V with the def2-TZVPD basis set.

Values from the calculation:
**Energy relative to the best compared isomer or geometry (same formula, charge and spin)**: 9.38 kcal per mole
**Total charge**: +1
**Frontier orbital gap (alpha / beta)**: 5.172 / 2.996 eV
**2S+1**: 2

Positions of all 32 atoms, in Å:
Cu1 -25.93476 16.16864 13.73729
Cl1 -26.69211 15.24611 15.77755
N1 -24.82111 15.37368 18.65309
C1 -23.91728 16.39410 18.69336
C2 -23.35787 16.41817 19.94048
C3 -23.96250 15.37278 20.69200
C4 -24.85618 14.74522 19.86999
H1 -25.39973 15.14515 17.86469
H2 -23.67258 16.94974 17.80433
H3 -22.56317 17.02751 20.33542
H4 -23.82983 15.14779 21.73683
H5 -25.57287 13.97185 20.08980
N2 -29.38601 16.86914 17.13889
C5 -29.75003 17.04431 18.44131
C6 -30.88902 17.80792 18.46225
C7 -31.19255 18.14229 17.11303
C8 -30.28711 17.50454 16.31431
H6 -28.55468 16.39198 16.83730
H7 -29.17954 16.62821 19.25450
H8 -31.44882 18.05546 19.34753
H9 -32.06585 18.71530 16.84838
H10 -30.12920 17.47521 15.24985
N3 -28.40895 12.56458 16.38281
C9 -27.90868 11.34686 16.57470
C10 -28.99433 10.41397 16.70076
C11 -30.15659 11.12920 16.60931
C12 -29.77351 12.47545 16.45104
H11 -27.90573 13.44178 16.21827
H12 -26.84466 11.16642 16.59960
H13 -28.82722 9.37081 16.91518
H14 -31.16270 10.74818 16.59128
H15 -30.36020 13.36964 16.29587